{"formula": "C6H12NO", "method": "ωB97M-V with the def2-TZVPD basis set", "charge": 1, "homo_lumo_gap_ev": 9.64, "lumo_ev": -3.46, "relative_energy_ev": 3.6162, "species": ["C", "C", "C", "C", "C", "C", "N", "O", "H", "H", "H", "H", "H", "H", "H", "H", "H", "H", "H", "H"], "xyz": [[1.61710, -0.90974, -1.05733], [0.19492, 1.28302, 0.91633], [-1.15066, 0.72294, 0.37291], [0.13565, 0.64542, -0.39853], [1.29189, -2.30062, -0.82006], [-1.74009, -0.49920, 0.93126], [0.23782, 1.58122, -1.56143], [2.45050, -0.32377, -1.61612], [0.44847, 2.32830, 1.13667], [0.77301, 0.88892, 1.69287], [-1.91282, 1.51073, 0.22814], [2.17110, -3.03991, -0.88417], [0.46383, -2.69217, -1.54903], [0.82691, -2.53311, 0.16177], [-2.13597, -1.00796, -0.02159], [-2.53830, -0.36273, 1.68320], [-0.86031, -1.23747, 1.25920], [0.03179, 2.58137, -1.34830], [-0.60398, 1.44709, -2.17601], [1.25366, 1.50422, -1.83049]], "nbo_charge": [0.76, -0.49, -0.27, -0.03, -0.81, -0.60, -0.73, -0.46, 0.24, 0.25, 0.24, 0.29, 0.31, 0.29, 0.22, 0.25, 0.21, 0.43, 0.46, 0.47]}

***

{"formula": "CH20N2O8", "method": "ωB97M-V with the def2-TZVPD basis set", "spin_multiplicity": 2, "charge": -1, "homo_lumo_gap_ev": [2.77, 10.10], "lumo_ev": [3.27, 3.12], "relative_energy_ev": 0.4084, "species": ["N", "C", "N", "H", "H", "H", "H", "H", "H", "O", "H", "H", "O", "H", "H", "O", "H", "H", "O", "H", "H", "O", "H", "H", "O", "H", "H", "O", "H", "H", "O"], "xyz": [[-2.67145, 1.94925, -0.08415], [-1.91320, 2.07792, -1.23102], [-1.00634, 2.96535, -1.29077], [-2.47724, 2.61079, 0.66202], [-2.81680, 1.02656, 0.30644], [-2.24821, 1.39229, -2.02772], [-0.54627, 3.13048, -2.17115], [0.56721, -1.28783, 0.56894], [-0.16013, -1.62358, 1.85045], [0.05039, -2.00606, 0.97974], [0.46827, 3.85924, 0.23673], [-0.38659, 3.00032, 1.15620], [0.35981, 3.61178, 1.16270], [1.56175, -4.02802, -0.22695], [0.25687, -3.47705, -0.73194], [1.06271, -3.93639, -1.06440], [-2.24280, -2.58202, 0.85468], [-3.41798, -2.29740, -0.02738], [-2.99640, -1.96233, 0.78102], [3.78739, -0.30169, 0.08950], [2.93812, -0.58622, 1.54252], [2.99321, -0.51864, 0.58720], [0.00531, -0.80007, -1.67388], [-1.31503, -1.12044, -0.66995], [-0.86115, -0.55810, -1.30533], [1.78584, -2.27771, -1.20049], [2.32898, -0.74318, -1.30234], [1.68144, -1.37735, -1.60442], [2.11538, 2.48047, 2.27314], [1.21548, 1.82847, 1.44236], [1.88144, 1.55116, 2.11829]], "nbo_charge": [-0.85, 0.32, -0.80, 0.36, 0.40, 0.18, 0.35, 0.48, 0.41, -1.28, 0.49, 0.47, -0.98, 0.46, 0.47, -1.01, 0.45, 0.44, -1.06, 0.46, 0.50, -1.11, 0.51, 0.49, -1.06, 0.50, 0.48, -1.03, 0.46, 0.47, -1.00]}

***

{"formula": "C2H5N2O2", "method": "ωB97M-V with the def2-TZVPD basis set", "charge": -1, "homo_lumo_gap_ev": 8.83, "lumo_ev": 4.39, "relative_energy_ev": 0.3695, "species": ["N", "C", "N", "H", "H", "H", "H", "O", "C", "O", "H"], "xyz": [[-0.53105, -0.17267, 1.02460], [-1.32490, -0.60576, 0.00773], [-2.58729, -0.80948, 0.12607], [-1.11611, -0.04504, 1.84013], [0.13182, 0.55947, 0.77323], [-0.82874, -0.52948, -0.96278], [-3.02148, -0.88147, -0.78652], [1.18295, 0.96015, -0.93098], [2.31457, 0.63726, -0.48851], [2.66154, 0.34844, 0.66915], [3.11869, 0.53859, -1.27212]], "nbo_charge": [-0.82, 0.30, -0.81, 0.36, 0.44, 0.17, 0.32, -0.82, 0.63, -0.77, -0.01]}